The following is a DFT calculation (ωB97M-V with the def2-TZVPD basis set) of a structure of composition C25H39Br2ClI2N4O3P in a non-equilibrium geometry.

```
! RIJCOSX wB97M-V def2-TZVPD def2/J DEFGRID3
* xyz 1 1
C 4.785 -2.756 0.712
C 4.198 -1.410 1.173
C 3.976 -0.434 0.008
Br 4.025 1.339 0.837
C 2.771 -0.537 -0.923
C 2.681 0.285 -2.092
P 4.003 1.493 -2.780
O 3.771 2.828 -1.869
Cl 5.867 0.833 -2.222
C 1.578 0.193 -2.978
C 1.521 1.094 -4.198
C 1.374 2.622 -3.968
C 0.560 3.079 -2.762
Br 0.625 3.473 -5.558
C 0.600 -0.791 -2.731
C -0.583 -1.143 -3.608
I 0.103 -1.709 -5.584
C -1.833 -0.234 -3.470
C -1.845 0.502 -2.134
I -2.403 1.021 -5.132
N 0.708 -1.543 -1.610
C -0.312 -2.533 -1.276
C -1.295 -2.228 -0.358
C -2.273 -3.165 -0.061
C -2.207 -4.380 -0.732
C -1.161 -4.582 -1.627
N -0.221 -3.688 -1.916
C 1.734 -1.445 -0.715
N 1.687 -2.313 0.389
H 5.598 -3.025 1.379
H 4.061 -3.562 0.726
H 5.244 -2.671 -0.270
H 3.340 -1.536 1.813
H 4.964 -0.946 1.786
H 4.844 -0.582 -0.620
H 2.957 2.741 -1.359
H 2.478 0.980 -4.700
H 0.772 0.809 -4.924
H 2.347 3.085 -3.912
H 0.766 2.520 -1.849
H 0.791 4.123 -2.565
H -0.498 3.060 -3.002
H -0.943 -2.114 -3.334
H -2.685 -0.900 -3.453
H -2.239 -0.192 -1.396
H -0.884 0.835 -1.765
H -2.539 1.333 -2.176
H -1.312 -1.254 0.118
H -3.057 -2.947 0.644
H -2.941 -5.149 -0.564
H -1.110 -5.522 -2.156
H 0.895 -2.131 0.988
H 1.718 -3.284 0.107
C -4.915 2.006 4.640
O -3.699 2.729 4.567
C -2.741 2.356 5.551
C -1.534 1.721 4.896
N -1.869 0.414 4.339
C -0.829 -0.167 3.505
C -0.481 0.548 2.203
O -1.524 0.533 1.237
C -2.459 1.604 1.346
H -5.599 2.442 3.915
H -4.773 0.947 4.396
H -5.363 2.087 5.634
H -3.179 1.688 6.297
H -2.422 3.268 6.062
H -0.742 1.599 5.640
H -1.174 2.417 4.127
H -2.715 0.501 3.792
H -1.151 -1.182 3.250
H 0.084 -0.268 4.101
H 0.357 0.003 1.748
H -0.126 1.570 2.366
H -2.001 2.514 1.736
H -3.305 1.319 1.974
H -2.844 1.810 0.347
*
```

The calculation puts the lowest unoccupied orbital energy at -4.3 eV. For the strongest force on any atom, the calculation gives 1.0 eV/A. As for the molecular weight: 923.66 g mol⁻¹. The calculation puts the total energy at -7965.4564 Ha.